{"formula": "C2H6N2O", "method": "the ωB97M-V functional and the def2-TZVPD basis", "symbols": ["N", "N", "C", "C", "O", "H", "H", "H", "H", "H", "H"], "coordinates": [[1.94600, 0.20538, -0.05063], [0.85126, -0.16406, 0.70594], [-0.58133, -0.49227, -0.06704], [-1.65613, 0.54947, -0.11483], [-1.54366, -0.49349, 0.82763], [2.11331, -0.14529, -0.99253], [2.20501, 1.15069, 0.05359], [0.97854, -1.07809, 0.98688], [-0.45645, -1.37688, -0.63569], [-1.50787, 1.52441, 0.24725], [-2.34868, 0.32014, -0.96058]], "gap_ev": 9.8857, "smiles": "NN[C@@H]1CO1", "charge": 0, "e_above_lowest_ev": 4.401, "e_homo_ev": -8.81, "lumo_energy_ha": 0.0395}



{"formula": "H4O6P2", "method": "the ωB97M-V functional and the def2-TZVPD basis", "symbols": ["O", "P", "O", "O", "P", "O", "O", "O", "H", "H", "H", "H"], "coordinates": [[1.11711, 1.82138, 0.82615], [1.09578, 0.50695, 0.22419], [1.72606, 0.30222, -1.30132], [1.84732, -0.66582, 0.98966], [-0.98435, 0.03565, -0.17712], [-1.52719, 1.25670, -0.76558], [-1.64657, -0.18045, 1.34100], [-1.20759, -1.42990, -0.87887], [1.53521, 1.04486, -1.76250], [2.36448, -1.30930, 0.49294], [-2.38461, 0.49302, 1.43423], [-1.93564, -1.87532, -0.42279]], "gap_ev": 11.1741, "smiles": "O=P(O)(O)P(=O)(O)O", "charge": 0, "e_homo_ev": -10.86, "lumo_energy_ha": 0.0114}



{"formula": "C27H35ClGeN4NiO5Si", "method": "the ωB97M-V functional and the def2-TZVPD basis", "symbols": ["Ni", "C", "Si", "C", "C", "O", "H", "H", "H", "H", "H", "H", "H", "H", "H", "C", "C", "C", "C", "N", "C", "N", "N", "N", "H", "H", "H", "H", "H", "H", "H", "H", "H", "H", "O", "Cl", "O", "O", "O", "C", "Ge", "C", "C", "C", "C", "C", "C", "C", "C", "C", "C", "C", "C", "C", "C", "C", "C", "C", "C", "H", "H", "H", "H", "H", "H", "H", "H", "H", "H", "H", "H", "H", "H", "H", "H"], "coordinates": [[0.88303, -0.96674, 1.19453], [2.78271, -4.10036, 4.27590], [1.24629, -3.08706, 3.85070], [-0.15886, -4.33926, 3.69921], [0.85672, -2.09722, 5.41727], [1.45741, -2.17297, 2.57706], [2.64161, -4.67000, 5.20053], [3.65466, -3.45231, 4.39905], [3.00438, -4.80497, 3.46982], [-0.44706, -4.76200, 4.66792], [0.12267, -5.16092, 3.03473], [-1.03031, -3.85908, 3.25049], [0.82707, -2.73837, 6.30450], [-0.11552, -1.60348, 5.32161], [1.60387, -1.31510, 5.57697], [-4.14293, 1.21153, 0.53522], [-4.43832, 1.98932, 1.81654], [-4.01852, 3.44946, 1.67979], [-3.80918, 1.30117, 3.03169], [-2.37322, 1.12598, 2.90366], [-1.70348, 0.04906, 2.49294], [-0.43600, 0.36739, 2.38923], [-0.33963, 1.65728, 2.78526], [-1.49404, 2.11955, 3.10053], [-4.67737, 1.64938, -0.30931], [-4.43055, 0.16142, 0.61136], [-3.08001, 1.23139, 0.28746], [-5.51796, 1.96021, 2.01200], [-2.93784, 3.54022, 1.57184], [-4.31631, 4.03847, 2.55160], [-4.48220, 3.88807, 0.79455], [-4.22261, 0.29665, 3.12839], [-4.00532, 1.84601, 3.95625], [-2.13478, -0.89611, 2.20345], [-1.47197, -2.72812, 1.28474], [-1.75803, -2.53428, -0.14275], [-2.89587, -1.64757, -0.27857], [-2.04847, -3.80641, -0.74708], [-0.58282, -1.92526, -0.75331], [1.78190, 0.37615, 0.21017], [1.52784, 0.58750, -1.60618], [1.73654, -1.06143, -2.67547], [2.77443, -1.91649, -2.29639], [3.01304, -3.10600, -2.97335], [2.21116, -3.47128, -4.04663], [1.17381, -2.63673, -4.43826], [0.94503, -1.44571, -3.75775], [-0.17206, 1.49151, -2.14933], [-1.37814, 0.82643, -2.38898], [-2.57460, 1.51996, -2.54529], [-2.59643, 2.90551, -2.46321], [-1.41111, 3.58927, -2.21670], [-0.22281, 2.88706, -2.06114], [2.86633, 1.79445, -2.47966], [2.80717, 2.15814, -3.82636], [3.78249, 2.95867, -4.40900], [4.84788, 3.42027, -3.64322], [4.92406, 3.07319, -2.30078], [3.94278, 2.26661, -1.73060], [1.86426, 1.36596, 0.68176], [3.37375, -1.65287, -1.43107], [3.81715, -3.75853, -2.65057], [2.38655, -4.40646, -4.56755], [0.52953, -2.92158, -5.26299], [0.13068, -0.80872, -4.08225], [-1.40287, -0.25593, -2.39452], [-3.49531, 0.96967, -2.70671], [-3.52939, 3.44832, -2.57451], [-1.41577, 4.67150, -2.13404], [0.69103, 3.43714, -1.85659], [1.97754, 1.80879, -4.43474], [3.71452, 3.22343, -5.45920], [5.61438, 4.04258, -4.09276], [5.75266, 3.42844, -1.69669], [4.00071, 1.97621, -0.68522]], "multiplicity": 3, "gap_ev": [4.4017, 4.4342], "charge": -2, "e_above_lowest_ev": 0.487, "e_homo_ev": [-0.02, -0.06], "lumo_energy_ha": [0.1609, 0.1609], "s2": 2.01}



{"formula": "C4H8N2O2", "method": "the ωB97M-V functional and the def2-TZVPD basis", "symbols": ["H", "N", "C", "O", "N", "C", "C", "C", "O", "H", "H", "H", "H", "H", "H", "H"], "coordinates": [[0.55662, -2.44560, 1.01397], [0.96970, -1.66727, 0.51141], [0.25075, -0.62959, 0.45045], [-1.26316, -0.58736, 0.55324], [-2.01297, -1.77068, 0.75574], [0.51598, 0.66390, -0.05146], [1.78729, 0.91746, -0.84818], [-0.67054, 1.29161, -0.53810], [-1.15648, 2.35286, 0.03460], [-1.81320, -2.07669, 1.70725], [-1.66633, -2.48232, 0.11382], [2.02267, 1.98229, -0.89746], [2.59358, 0.39565, -0.33274], [1.74677, 0.52203, -1.87166], [-1.14282, 1.14327, -1.51840], [-0.71784, 2.39044, 0.91752]], "gap_ev": 6.9598, "smiles": "[H]/N=C(ON)/C(C)=C/O", "charge": 0, "e_above_lowest_ev": 6.291, "e_homo_ev": -7.35, "lumo_energy_ha": -0.0145}



{"formula": "C21H37BN5O4P", "method": "the ωB97M-V functional and the def2-TZVPD basis", "symbols": ["C", "C", "C", "C", "C", "C", "C", "O", "C", "C", "N", "C", "C", "B", "O", "O", "C", "C", "N", "C", "C", "H", "H", "H", "H", "H", "H", "H", "H", "H", "H", "H", "H", "H", "H", "H", "H", "H", "H", "H", "C", "N", "C", "P", "O", "N", "C", "C", "N", "C", "C", "H", "H", "H", "H", "H", "H", "H", "H", "H", "H", "H", "H", "H", "H", "H", "H", "H", "H"], "coordinates": [[8.84006, 0.92655, -1.05883], [7.69587, 1.52505, -0.75361], [6.56953, 0.79848, -0.03319], [5.38226, 0.55501, -0.95490], [5.13334, -0.77593, -1.42526], [4.11193, -1.04320, -2.27169], [3.89382, -2.48472, -2.73612], [3.46885, -3.22750, -1.57967], [4.24095, -4.39860, -1.34972], [3.24449, 0.00142, -2.72553], [2.25296, -0.31849, -3.61004], [1.50112, 0.71058, -3.91680], [1.68279, 2.03460, -3.39906], [0.63027, 3.16236, -3.85313], [1.01448, 4.27970, -4.56535], [-0.69663, 2.94305, -3.54505], [-0.93930, 2.57972, -2.17692], [-1.44096, 1.13454, -2.01822], [2.66064, 2.36813, -2.57676], [3.45183, 1.30475, -2.24082], [4.53663, 1.53724, -1.35385], [8.99309, -0.13084, -0.82041], [9.68634, 1.44533, -1.51127], [7.57083, 2.57040, -1.05383], [6.93332, -0.17984, 0.31601], [6.28805, 1.35930, 0.87088], [5.80631, -1.55916, -1.06846], [3.06202, -2.54308, -3.45108], [4.79370, -2.90367, -3.20640], [4.27205, -4.54508, -0.25617], [5.28702, -4.30495, -1.67559], [3.72732, -5.27709, -1.77045], [0.67831, 0.53508, -4.61643], [1.17095, 5.04895, -4.00763], [-1.77932, 3.21172, -1.84204], [-0.10842, 2.80252, -1.49111], [-1.64940, 0.94173, -0.95505], [-0.68197, 0.39510, -2.31494], [-2.32009, 0.96360, -2.65113], [4.71108, 2.55463, -0.99597], [-6.00005, 1.23856, 2.24436], [-5.72140, -0.09729, 1.77354], [-6.39485, -0.39012, 0.51313], [-4.31524, -1.03916, 2.09201], [-3.62173, -0.84637, 0.76036], [-3.08469, -0.27009, 3.04474], [-3.14278, 1.10126, 3.49986], [-1.71976, -0.59669, 2.63818], [-5.02847, -1.60164, 3.56433], [-6.44845, -1.91609, 3.70412], [-4.20244, -2.20039, 4.61641], [-7.05821, 1.48001, 2.11046], [-5.41074, 2.00185, 1.72099], [-5.84357, 1.32649, 3.31985], [-6.62680, -1.45815, 0.44871], [-5.78868, -0.11969, -0.35804], [-7.34627, 0.13849, 0.43817], [-3.24676, 1.81166, 2.67010], [-2.23388, 1.36401, 4.04562], [-3.95029, 1.24125, 4.22107], [-1.37542, 0.02461, 1.80231], [-1.63867, -1.64301, 2.34182], [-1.03110, -0.45785, 3.47721], [-6.96926, -1.07895, 4.17580], [-6.61872, -2.79924, 4.32339], [-6.92186, -2.12515, 2.74839], [-4.04782, -1.48065, 5.42295], [-3.22964, -2.50892, 4.24249], [-4.65860, -3.09614, 5.04329]], "gap_ev": 8.0428, "smiles": "C=CCc1cc(COC)c2ncc(B(O)OCC)nc2c1.CN(C)P(=O)(N(C)C)N(C)C", "charge": 0, "e_above_lowest_ev": 0.000, "e_homo_ev": -8.11, "lumo_energy_ha": -0.0023}



{"formula": "C7H13NO6S", "method": "the ωB97M-V functional and the def2-TZVPD basis", "symbols": ["C", "C", "O", "C", "O", "C", "C", "C", "O", "N", "O", "S", "C", "O", "O", "H", "H", "H", "H", "H", "H", "H", "H", "H", "H", "H", "H", "H"], "coordinates": [[0.55895, 1.79460, -1.58633], [-0.48592, 1.05986, -0.69288], [-1.60500, 0.66530, -1.60679], [-2.57655, 1.56018, -1.74661], [-2.62929, 2.67450, -1.32350], [-0.01866, -0.31819, -0.09981], [0.33231, -1.41352, -1.16846], [1.15738, 0.14199, 0.71399], [1.04288, 0.98835, 1.61622], [2.35108, -0.55696, 0.51680], [3.49394, 0.00091, 1.26594], [-1.36763, -0.98889, 1.06652], [-0.42578, -1.55326, 2.53281], [-2.22532, 0.06963, 1.47149], [-1.98442, -2.15149, 0.40304], [1.02342, 1.20955, -2.32890], [1.50402, 2.07781, -0.96518], [0.21308, 2.82129, -1.86015], [-1.01539, 1.62921, 0.06811], [-3.25424, 0.98769, -2.30641], [-0.52047, -1.55294, -1.79967], [1.29765, -1.35591, -1.86198], [0.15969, -2.32399, -0.55207], [2.67901, -0.69963, -0.46773], [3.18811, 0.44397, 2.05395], [-1.37084, -1.98522, 2.95585], [0.33067, -2.36267, 2.48018], [0.14730, -0.86218, 3.22158]], "gap_ev": 10.8361, "smiles": "C[C@@H](OC=O)[C@@](C)(C(=O)NO)S(C)(=O)=O", "charge": 0, "e_above_lowest_ev": 2.150, "e_homo_ev": -10.45, "lumo_energy_ha": 0.0144}